(1)
Molecular formula: C40H75F2N9O10S2
Method: DFT, ωB97M-V with the def2-TZVPD basis set

Last column: Mulliken charge in e.
Geometry (Å):
C1 -2.2119 2.8202 3.3867  -0.820
C2 -0.7876 2.4954 2.5722  0.121
O1 0.2636 1.9819 3.4629  -0.335
C3 1.6158 2.2201 2.9361  -0.631
C4 2.2363 0.9129 2.0974  -0.112
C5 2.8660 1.5072 0.7061  -0.729
C6 2.6579 0.4887 -0.6054  -0.347
C7 1.0202 0.3617 -0.9292  0.836
N1 0.6365 0.6316 -2.3332  0.960
C8 1.4322 -0.0062 -3.4029  -0.549
C9 1.3684 -1.6386 -3.5255  -0.527
S1 2.3582 -2.5825 -2.2478  0.019
C10 1.0133 -3.4497 -1.2029  0.393
N2 -0.0352 -4.3922 -1.8323  -0.220
N3 -0.8325 -4.7567 -0.7365  -0.345
C11 -0.3473 -4.1044 0.5457  -0.058
O2 0.8444 -3.2599 0.2636  -0.090
C12 -0.7736 0.9840 -2.6175  0.357
F1 -1.6591 0.9892 -1.3894  -0.496
C13 -1.5982 0.0090 -3.6570  -0.223
O3 -2.0454 -1.1886 -2.8697  -0.124
N4 -2.5853 -2.0904 -3.7486  0.008
O4 -2.7473 -3.1747 -3.1989  -0.333
C14 -0.7474 2.5874 -3.1031  -0.481
C15 -0.7704 3.5198 -1.7118  -0.053
C16 -2.2586 4.0832 -1.3271  1.170
C17 -2.6101 5.5836 -1.8782  -0.736
F2 -2.2933 4.1739 0.1808  -0.395
O5 -1.8832 3.0050 -3.8878  0.282
C18 -1.6303 3.3419 -5.2801  1.047
S2 -0.5130 2.1064 -6.2131  -0.308
C19 -3.1191 3.0695 -6.0173  -0.810
C20 -4.3446 2.9700 -4.9161  0.493
O6 -4.7463 4.0207 -4.1527  -0.570
C21 -5.2364 1.5751 -4.6807  0.155
C22 -5.8104 0.7483 -5.9860  -0.273
C23 -6.7274 -0.6152 -5.7339  -0.396
C24 -7.0396 -1.0905 -4.1883  -0.320
C25 -6.4629 -0.2616 -2.8705  -0.496
C26 -5.5378 1.0988 -3.1189  -0.117
C27 -1.3274 4.9025 -5.6252  -1.411
C28 0.0607 5.5586 -5.1305  0.545
N5 1.2754 4.6706 -5.0750  -0.383
N6 0.4101 6.6521 -6.1668  -0.865
N7 -0.1330 6.3560 -3.8227  -0.482
H1 -3.1449 2.8483 2.6564  0.263
H2 -2.0674 3.8891 3.8723  0.273
H3 -2.4407 1.9772 4.1779  0.197
H4 -0.5213 3.4956 2.0157  0.210
H5 -1.1015 1.7091 1.7347  -0.099
H6 2.3095 2.4328 3.8828  0.240
H7 1.6192 3.2089 2.3106  0.316
H8 3.1425 0.5370 2.7491  0.393
H9 1.3994 0.1145 1.9216  0.094
H10 4.0221 1.7937 0.7891  0.390
H11 2.3355 2.5225 0.3699  0.181
H12 3.1004 -0.5593 -0.2710  -0.109
H13 3.2575 0.9961 -1.4726  0.321
H14 0.5289 1.0707 -0.1041  -0.849
H15 0.6630 -0.7367 -0.6441  -0.016
H16 2.5942 0.2709 -3.4107  0.459
H17 1.0383 0.4121 -4.4505  -0.147
H18 0.2951 -2.1012 -3.5463  -0.029
H19 1.8541 -1.9066 -4.5832  0.406
H20 -0.7820 -4.1539 1.6367  0.333
H21 -2.6232 0.5122 -4.0080  -0.080
H22 -1.0328 -0.2672 -4.6393  0.337
H23 0.3180 2.7537 -3.5482  -0.008
H24 -0.1937 2.9994 -0.8169  -0.343
H25 -0.1103 4.4796 -1.9738  -0.003
H26 -3.0912 3.2693 -1.5901  -0.546
H27 -2.9498 5.5519 -2.9991  0.051
H28 -3.5416 5.9666 -1.2381  0.379
H29 -1.7178 6.3111 -1.6685  0.180
H30 0.8009 2.1615 -5.7259  0.189
H31 -3.3896 3.9852 -6.7329  0.371
H32 -3.1067 2.1220 -6.7050  0.466
H33 -5.5551 1.1746 -7.0612  0.263
H34 -7.1350 -1.1856 -6.6749  0.297
H35 -7.7129 -2.0634 -4.0362  0.277
H36 -6.7273 -0.6157 -1.7691  0.291
H37 -5.1449 1.7080 -2.1913  0.268
H38 -1.4196 5.0721 -6.7951  0.396
H39 -2.2186 5.5405 -5.1536  0.362
H40 2.0703 5.0155 -5.6630  0.246
H41 1.5901 4.4477 -4.1059  0.237
H42 -0.3289 7.3958 -6.1741  0.315
H43 1.3507 7.0600 -5.8919  0.270
H44 -0.0842 7.3841 -4.0079  0.270
H45 0.6374 6.1576 -3.1481  0.279
C29 4.5872 -4.9314 -1.6549  -0.960
O7 4.3430 -4.2627 -0.4253  -0.195
C30 3.6370 -5.0569 0.5371  -0.652
C31 4.5730 -5.5259 1.6646  -0.263
N8 5.5259 -6.5340 1.1885  -0.318
C32 6.6473 -6.7853 2.1017  -0.701
C33 7.5446 -5.5927 2.4985  -0.453
O8 8.3580 -5.0855 1.4401  -0.448
C34 7.6768 -4.2310 0.5288  -0.442
H46 4.8872 -4.1816 -2.3942  0.227
H47 5.4028 -5.6492 -1.5586  0.370
H48 3.6864 -5.4367 -2.0228  0.404
H49 3.1080 -5.8963 0.0719  0.445
H50 2.8794 -4.4001 0.9788  0.180
H51 3.9756 -5.9516 2.4780  0.433
H52 5.0853 -4.6436 2.0454  0.154
H53 5.9065 -6.2413 0.2960  0.102
H54 7.2834 -7.5320 1.6106  0.370
H55 6.2580 -7.2563 3.0122  0.389
H56 8.2473 -5.9606 3.2552  0.355
H57 6.9876 -4.7836 2.9846  0.334
H58 6.9310 -3.6058 1.0227  0.266
H59 7.2316 -4.8205 -0.2719  0.105
H60 8.4176 -3.5721 0.0627  0.348
C35 -3.7311 -2.3010 9.5373  -0.692
O9 -2.4147 -1.8069 9.7418  -0.323
C36 -1.3863 -2.6688 9.2370  -0.805
C37 -0.7609 -2.0951 7.9536  -0.126
N9 -1.6935 -2.1628 6.8236  -0.344
C38 -1.3014 -1.3497 5.6662  -0.907
C39 -1.0931 0.1658 5.8779  0.435
O10 -2.2908 0.8969 6.1431  -0.427
C40 -2.7551 0.8039 7.4849  -0.543
H61 -4.4121 -1.7215 10.1691  0.229
H62 -4.0453 -2.1697 8.5010  0.288
H63 -3.8122 -3.3568 9.8213  0.325
H64 -1.7414 -3.6954 9.0927  0.397
H65 -0.6076 -2.6994 10.0072  0.391
H66 0.1441 -2.6608 7.7072  0.375
H67 -0.4711 -1.0676 8.1684  0.154
H68 -2.6109 -1.8571 7.1267  0.104
H69 -2.0939 -1.4759 4.9182  0.385
H70 -0.3900 -1.7770 5.2312  0.383
H71 -0.7084 0.5695 4.9341  -0.305
H72 -0.3253 0.3898 6.6271  0.279
H73 -1.9374 0.7702 8.2069  0.301
H74 -3.4131 -0.0578 7.5918  0.096
H75 -3.3597 1.6923 7.6973  0.341

Computed properties:
E_HOMO	-0.312	hartree
SMILES	CCOCCCCCN(CCSc1nnco1)[C@](F)(CON=O)[C@H](C[C@H](C)F)O[C@@](S)(CC(=O)c1ccccc1)CC(N)(N)N.COCCNCCOC.COCCNCCOC



(2)
Molecular formula: C40H76ClFI2N2O11PS
Method: DFT, ωB97M-V with the def2-TZVPD basis set

Last column: Mulliken charge in e.
Geometry (Å):
C1 -0.6354 -0.4851 4.4981  -1.267
C2 -1.0322 -0.5285 3.0516  0.127
I1 -1.0971 -2.4627 2.2507  0.211
C3 -1.3077 0.5383 2.3022  -1.175
I2 -1.8176 0.4138 0.2730  0.268
C4 -1.2305 1.8941 2.9166  1.183
C5 -2.2322 2.3483 3.7821  -0.490
C6 -3.4403 1.5265 4.0655  -1.576
C7 -4.4564 1.6184 2.9332  1.276
C8 -4.2640 2.3917 1.7916  -0.504
C9 -5.2128 2.4471 0.7754  -1.124
C10 -6.3930 1.7267 0.8827  -0.761
C11 -6.6027 0.9680 2.0262  -1.106
C12 -5.6507 0.8924 3.0429  1.148
C13 -5.9579 0.0006 4.2279  -1.806
C14 -2.0626 3.6311 4.3422  0.246
C15 -3.0960 4.2147 5.2753  -0.347
O1 -3.3670 3.4017 6.3955  -0.256
O2 -2.1260 2.9253 6.9007  -0.374
N1 -1.0370 4.3969 4.0881  -1.186
N2 -0.1464 3.9347 3.2448  0.689
S1 1.1434 5.1035 2.9889  1.031
O3 0.6945 6.3241 3.5224  -0.527
O4 1.5115 5.0276 1.6342  -0.369
F1 2.2313 4.5872 3.9210  -0.141
C16 -0.1401 2.7336 2.6348  0.549
P1 1.1110 1.9335 1.3960  0.794
O5 0.8694 2.8064 0.0523  -0.504
Cl1 2.9757 2.4583 2.0224  -0.297
H1 -1.1258 -1.2997 5.0198  0.519
H2 -0.9217 0.4381 4.9937  0.200
H3 0.4443 -0.6039 4.5695  0.379
H4 -3.0992 0.4940 4.0940  0.572
H5 -3.8913 1.7354 5.0255  1.069
H6 -3.3645 2.9743 1.6428  0.366
H7 -5.0283 3.0620 -0.0923  0.471
H8 -7.1183 1.7846 0.0870  0.540
H9 -7.5223 0.4060 2.1108  0.524
H10 -7.0274 0.0458 4.4034  0.532
H11 -5.4169 0.2691 5.1255  0.268
H12 -5.7565 -1.0301 3.9399  0.328
H13 -4.0084 4.3440 4.6960  0.236
H14 -2.7639 5.1907 5.6223  0.478
H15 -2.2374 1.9656 6.8873  0.368
H16 -0.0778 2.7308 -0.1500  0.338
C17 -10.1805 -2.3800 -2.1380  -1.052
C18 -9.5045 -1.0298 -1.9820  -0.339
O6 -8.7129 -0.9126 -0.8095  -0.388
C19 -7.6394 -1.8269 -0.6873  -0.274
C20 -6.6154 -1.7332 -1.8059  -1.073
H17 -10.8051 -2.5966 -1.2706  0.291
H18 -10.8081 -2.3833 -3.0291  0.392
H19 -9.4588 -3.1918 -2.2375  0.270
H20 -10.2636 -0.2524 -1.8986  0.323
H21 -8.9083 -0.7895 -2.8691  0.319
H22 -8.0145 -2.8515 -0.5907  0.362
H23 -7.1549 -1.5838 0.2604  0.216
H24 -7.0455 -1.9805 -2.7766  0.316
H25 -5.7920 -2.4247 -1.6220  0.382
H26 -6.2145 -0.7195 -1.8711  0.268
C21 3.7060 5.5756 -0.8212  -0.736
C22 4.9616 4.7251 -0.9053  -0.293
O7 6.0193 5.3192 -1.6298  -0.280
C23 6.5089 6.5528 -1.1335  -0.385
C24 7.0596 6.4766 0.2799  -1.018
H27 3.3458 5.8258 -1.8201  0.311
H28 2.9247 5.0316 -0.2944  0.061
H29 3.8793 6.5121 -0.2883  0.295
H30 4.7324 3.7979 -1.4334  0.299
H31 5.3012 4.4373 0.0978  0.242
H32 5.7375 7.3274 -1.2078  0.347
H33 7.3076 6.8450 -1.8152  0.331
H34 6.2919 6.1992 1.0044  0.187
H35 7.4631 7.4442 0.5782  0.407
H36 7.8550 5.7325 0.3396  0.294
C25 0.1171 -3.8510 -4.4586  -0.980
C26 -0.7428 -2.8907 -3.6565  -0.372
O8 -0.7439 -3.1472 -2.2610  -0.264
C27 0.5098 -3.0752 -1.6088  -0.266
C28 1.1742 -1.7137 -1.7065  -0.936
H37 -0.2028 -4.8803 -4.2899  0.155
H38 0.0332 -3.6295 -5.5225  0.398
H39 1.1714 -3.7827 -4.1873  0.277
H40 -1.7821 -2.9883 -3.9707  0.366
H41 -0.4529 -1.8522 -3.8538  0.344
H42 1.1799 -3.8629 -1.9699  0.336
H43 0.3056 -3.2997 -0.5611  0.157
H44 1.4122 -1.4433 -2.7357  0.304
H45 2.1048 -1.7033 -1.1375  0.402
H46 0.5034 -0.9503 -1.3091  0.085
C29 -2.1597 -9.9730 -3.5830  -1.073
C30 -2.6164 -8.6033 -4.0541  -0.102
O9 -3.5283 -7.9655 -3.1775  -0.438
C31 -3.0621 -7.7148 -1.8662  -0.481
C32 -1.8361 -6.8192 -1.8064  -0.857
H47 -3.0173 -10.6294 -3.4314  0.281
H48 -1.5017 -10.4247 -4.3258  0.411
H49 -1.6115 -9.9214 -2.6413  0.259
H50 -3.1466 -8.7049 -5.0008  0.363
H51 -1.7550 -7.9532 -4.2475  0.084
H52 -2.8790 -8.6576 -1.3379  0.316
H53 -3.8897 -7.2274 -1.3498  0.346
H54 -0.9744 -7.2713 -2.3001  0.280
H55 -1.5599 -6.6254 -0.7689  0.401
H56 -2.0342 -5.8653 -2.2981  0.198
C33 6.2253 -2.9724 3.7074  -1.086
C34 4.9972 -2.3906 3.0310  -0.275
O10 4.3396 -1.3881 3.7906  -0.438
C35 5.1084 -0.2414 4.1069  -0.362
C36 5.6130 0.5185 2.8920  -0.850
H57 5.9642 -3.3865 4.6820  0.295
H58 6.6498 -3.7666 3.0934  0.393
H59 7.0019 -2.2228 3.8634  0.278
H60 4.2568 -3.1777 2.8862  0.331
H61 5.2470 -2.0103 2.0342  0.292
H62 5.9370 -0.5043 4.7728  0.306
H63 4.4423 0.4036 4.6834  0.324
H64 6.2957 -0.0757 2.2843  0.311
H65 6.1456 1.4184 3.2034  0.425
H66 4.7677 0.8015 2.2643  0.111
C37 8.0392 1.2340 -6.0322  -1.004
C38 6.5594 1.2843 -5.6934  -0.334
O11 6.2869 1.6252 -4.3463  -0.413
C39 6.7606 2.8912 -3.9151  -0.081
C40 6.1939 4.0648 -4.6924  -0.936
H67 8.5558 0.5278 -5.3807  0.283
H68 8.1766 0.9191 -7.0669  0.386
H69 8.5195 2.2059 -5.9141  0.254
H70 6.1222 0.2959 -5.8381  0.330
H71 6.0301 1.9618 -6.3729  0.304
H72 7.8561 2.9127 -3.9269  0.240
H73 6.4624 2.9769 -2.8711  0.051
H74 6.4754 4.0354 -5.7465  0.380
H75 6.5601 5.0007 -4.2738  0.277
H76 5.1035 4.0640 -4.6432  0.238

Computed properties:
total charge	+1
E_HOMO	-0.395	hartree



(3)
Molecular formula: C40H76O12
Method: DFT, ωB97M-V with the def2-TZVPD basis set

Last column: Mulliken spin population.
Geometry (Å):
C1 4.1521 3.1825 3.7080  0.000
C2 5.0945 2.3903 4.6160  0.000
C3 5.3206 1.0732 3.9699  0.000
O1 4.9051 1.3027 2.6395  0.000
C4 3.8011 2.1804 2.6119  0.000
H1 4.6654 4.0680 3.3330  0.000
H2 3.2192 3.5212 4.1586  0.000
H3 4.6684 2.1339 5.5860  0.000
H4 6.0839 2.7989 4.8216  0.000
H5 4.7608 0.2884 4.4786  0.000
H6 6.3632 0.7657 4.0512  0.000
H7 2.9132 1.5675 2.7671  0.000
H8 3.7306 2.5423 1.5861  0.000
C5 -2.9104 2.0948 0.7835  0.017
C6 -4.3009 1.5952 0.5718  -0.016
C7 -4.6378 2.0052 -0.8738  0.051
O2 -3.7992 3.1607 -1.0907  0.703
C8 -2.9588 3.4345 0.0345  -0.006
H9 -2.2287 1.3733 0.3332  0.006
H10 -2.6589 2.2925 1.8255  -0.004
H11 -4.9459 2.0638 1.3151  0.009
H12 -4.2880 0.5204 0.7527  -0.004
H13 -5.6960 2.2501 -0.9647  0.061
H14 -4.3820 1.2530 -1.6200  0.041
H15 -3.4376 4.1821 0.6669  0.086
H16 -2.0006 3.7962 -0.3387  0.029
C9 1.7423 -1.7658 6.3853  0.000
C10 0.9709 -2.3527 5.2394  0.000
C11 1.5565 -1.4870 4.1160  0.000
O3 2.1331 -0.3310 4.7574  0.000
C12 1.8984 -0.2987 6.1861  0.000
H17 2.7585 -2.1569 6.4345  0.000
H18 1.2889 -1.9777 7.3536  0.000
H19 -0.0858 -2.1303 5.3880  0.000
H20 1.0285 -3.4335 5.1100  0.000
H21 0.7452 -1.2803 3.4180  0.000
H22 2.4204 -2.0141 3.7110  0.000
H23 0.9477 0.2028 6.3675  0.000
H24 2.6975 0.1836 6.7491  0.000
C13 -2.0989 -1.8055 1.6788  0.001
C14 -2.9236 -2.6339 2.6748  0.000
C15 -2.0233 -3.7243 3.1817  0.000
O4 -0.7487 -3.3582 2.6522  0.000
C16 -0.9086 -2.6869 1.4337  0.000
H25 -1.8944 -0.8315 2.1233  0.000
H26 -2.6561 -1.6943 0.7487  -0.002
H27 -3.8535 -3.0867 2.3310  0.000
H28 -3.2050 -2.0602 3.5578  0.000
H29 -2.2788 -4.7189 2.8163  0.000
H30 -2.0960 -3.8873 4.2570  0.000
H31 -1.0674 -3.2743 0.5293  0.000
H32 -0.0216 -2.0868 1.2309  0.000
C17 4.0925 0.6146 -3.6578  0.000
C18 4.3352 1.7979 -2.7177  0.000
C19 3.2510 2.7759 -3.1365  0.000
O5 2.1898 1.9276 -3.5850  0.000
C20 2.7005 0.8159 -4.2279  0.000
H33 4.1628 -0.2993 -3.0680  0.000
H34 4.8460 0.6293 -4.4453  0.000
H35 5.3187 2.2615 -2.7945  0.000
H36 4.3447 1.4998 -1.6693  0.000
H37 3.5940 3.5417 -3.8323  0.000
H38 2.8789 3.3542 -2.2908  0.000
H39 2.7659 1.0151 -5.2976  0.000
H40 2.0813 -0.0627 -4.0469  0.000
C21 -5.7318 -3.0143 -1.9179  0.001
C22 -4.5102 -2.5852 -1.0434  -0.002
C23 -3.8270 -1.6449 -2.0055  0.021
O6 -4.8568 -1.0250 -2.7915  0.018
C24 -6.0766 -1.7292 -2.7184  -0.001
H41 -6.5023 -3.3180 -1.2092  0.000
H42 -5.5092 -3.8109 -2.6277  0.000
H43 -3.8918 -3.4046 -0.6771  0.000
H44 -4.8759 -2.0719 -0.1541  0.000
H45 -3.1788 -2.2006 -2.6831  0.003
H46 -3.2494 -0.8858 -1.4781  -0.013
H47 -6.4357 -1.9728 -3.7183  0.001
H48 -6.8797 -1.2208 -2.1847  0.002
C25 1.8522 -4.4729 -4.8888  0.000
C26 2.9516 -4.8640 -3.9453  0.000
C27 3.3258 -3.5395 -3.2394  0.000
O7 2.9477 -2.5841 -4.1891  0.000
C28 1.7501 -2.9720 -4.8079  0.000
H49 0.9305 -5.0124 -4.6709  0.000
H50 2.1371 -4.8107 -5.8852  0.000
H51 3.8452 -5.2009 -4.4706  0.000
H52 2.6196 -5.5750 -3.1887  0.000
H53 4.3950 -3.5020 -3.0307  0.000
H54 2.8583 -3.3804 -2.2677  0.000
H55 1.4144 -2.3868 -5.6640  0.000
H56 0.9503 -2.7432 -4.1036  0.000
C29 -0.8419 3.5879 4.2776  0.000
C30 -0.4951 4.9839 3.7629  0.000
C31 0.6136 4.6906 2.7283  0.000
O8 0.5805 3.3330 2.4603  0.002
C32 0.1921 2.6640 3.6587  0.000
H57 -1.8184 3.3388 3.8623  0.000
H58 -0.9216 3.5132 5.3621  0.000
H59 -0.1247 5.6189 4.5677  0.000
H60 -1.3382 5.4964 3.2996  0.000
H61 1.5779 4.9460 3.1676  0.000
H62 0.4654 5.1731 1.7622  0.000
H63 1.0896 2.4463 4.2376  0.000
H64 -0.3469 1.7569 3.3855  0.000
O9 -0.8167 -1.0007 -6.1617  0.000
C33 -1.7851 -0.3789 -5.7273  0.000
O10 -2.9391 -0.2888 -6.4367  0.000
C34 -3.9412 0.5902 -5.8632  0.000
C35 -2.9988 1.4420 -4.9091  0.000
C36 -1.8773 0.5090 -4.5491  0.001
H65 -4.7163 -0.0443 -5.4336  0.000
H66 -4.3278 1.1454 -6.7178  0.000
H67 -3.5585 1.6115 -3.9893  -0.002
H68 -2.6527 2.4039 -5.2874  0.000
H69 -1.9315 -0.1326 -3.6696  0.000
H70 -0.9140 0.9885 -4.3752  0.000
O11 -0.4745 -1.4271 -2.2614  0.000
C37 0.3305 -0.7393 -1.6507  0.000
O12 0.0448 0.5408 -1.2814  -0.001
C38 1.0504 1.1535 -0.4624  -0.004
C39 1.7808 -0.0681 0.0248  0.000
C40 1.7396 -1.0537 -1.1783  0.000
H71 0.6447 1.7146 0.3794  0.003
H72 1.6626 1.7597 -1.1301  0.000
H73 1.2405 -0.4427 0.8942  0.000
H74 2.8261 0.0938 0.2878  0.000
H75 1.7388 -2.1025 -0.8814  0.000
H76 2.4684 -0.9137 -1.9766  0.000

Computed properties:
total charge	+1
E_HOMO (alpha / beta)	-0.399 / -0.399	hartree
expectation value of S²	0.754
2S+1	2